{
  "formula": "C13H23BF4IrNP",
  "method": "the ωB97M-V functional and the def2-TZVPD basis",
  "total_charge": 2,
  "e_homo_ev": [-13.44, -16.94],
  "spin_multiplicity": 6,
  "de_lowest_kcal_mol": 36.73,
  "s_squared": 8.780,
  "gap_ev": [6.343, 5.339],
  "lumo_energy_ev": [-7.1, -11.6],
  "elements": ["C", "C", "C", "C", "C", "C", "C", "C", "N", "Ir", "C", "P", "H", "H", "H", "H", "H", "H", "H", "H", "C", "C", "H", "C", "C", "H", "H", "H", "H", "H", "H", "H", "H", "H", "H", "H", "H", "H", "H", "F", "B", "F", "F", "F"],
  "coordinates": [[2.17717, -2.79983, -1.73473], [2.73427, -1.93474, -0.77626], [1.96015, -1.15721, 0.06068], [0.55028, -1.27976, -0.02604], [-0.02854, -2.11560, -1.00873], [0.77709, -2.86605, -1.81905], [2.62815, -0.17850, 0.96686], [1.88333, 1.16445, 1.10623], [2.32765, 2.16251, 0.18024], [-0.82525, -0.04538, 0.99735], [-1.51120, -2.04491, -1.19574], [-1.97259, -0.23011, -0.79728], [3.82644, -1.83794, -0.72062], [0.31265, -3.49727, -2.59583], [2.79354, -3.38084, -2.37151], [-2.08384, -2.65133, -0.47119], [-1.82558, -2.33681, -2.20415], [2.72530, -0.58049, 1.99309], [3.65899, -0.00016, 0.61183], [0.71162, 0.98210, 1.00928], [-3.78218, -0.17342, -0.97616], [-1.37261, 0.60317, -2.32084], [2.07567, 1.57637, 2.10734], [1.99436, 1.95174, -1.21056], [2.08789, 3.52896, 0.61693], [-2.17208, 0.60420, 1.93248], [2.45187, 2.73229, -1.83394], [2.33514, 0.96996, -1.55866], [0.90073, 2.01627, -1.36752], [2.55786, 4.24715, -0.06275], [1.00599, 3.74693, 0.64753], [2.49305, 3.66950, 1.62711], [-1.85455, 0.23861, -3.23690], [-1.57186, 1.67565, -2.22747], [-0.29175, 0.46251, -2.43539], [-4.13545, -0.53649, -1.94831], [-4.24710, -0.77183, -0.18302], [-4.10162, 0.86699, -0.85923], [-1.61708, 1.28877, 1.77880], [-1.71278, -0.97862, 2.88252], [-2.84805, -0.77650, 4.20735], [-2.52814, 0.42433, 4.84057], [-4.10788, -0.77126, 3.60306], [-2.37904, -1.96744, 4.77263]],
  "forces_ev_per_angstrom": [[1.05, 1.63, 2.15], [1.58, -2.10, -2.40], [-0.67, 0.22, 0.40], [-1.65, 0.40, -0.02], [-0.96, 1.90, 2.28], [0.18, -1.54, -1.97], [0.07, 0.41, 0.00], [0.47, -0.85, 1.58], [-2.72, 1.45, -1.10], [1.41, -2.20, 4.07], [-0.36, 0.42, 0.21], [-3.16, -1.67, -4.73], [-0.42, -0.20, -0.05], [0.32, 0.26, 0.41], [0.47, -0.41, -0.48], [0.32, 0.09, -0.19], [0.01, 0.06, 0.17], [-0.14, -0.17, -0.39], [-0.33, -0.05, 0.26], [2.40, 1.02, 0.09], [-0.08, 0.05, 0.24], [0.38, 0.29, 0.08], [-0.37, -0.25, -0.24], [0.94, -0.15, -1.00], [1.25, 0.59, 0.46], [0.24, 1.36, -0.02], [-0.07, -0.24, 0.23], [-0.07, 0.17, 0.14], [0.27, 0.03, 0.41], [-0.10, -0.23, 0.04], [0.11, -0.35, -0.07], [-0.16, -0.03, -0.22], [-0.09, -0.06, 0.38], [-0.03, -0.09, -0.06], [-0.16, -0.03, 0.05], [0.25, 0.03, 0.12], [0.08, 0.16, -0.09], [-0.04, -0.12, 0.03], [-0.92, 0.08, 0.71], [0.36, 0.73, -1.51], [-0.45, -0.72, 1.24], [-0.09, -1.68, -1.25], [1.98, -0.07, 0.46], [-1.12, 1.87, -0.41]]
}



{
  "formula": "C13H23BMnN6OSi",
  "method": "the ωB97M-V functional and the def2-TZVPD basis",
  "total_charge": 0,
  "e_homo_ev": [-7.88, -8.81],
  "spin_multiplicity": 6,
  "de_lowest_kcal_mol": 40.93,
  "s_squared": 8.822,
  "gap_ev": [8.402, 5.987],
  "lumo_energy_ev": [0.5, -2.8],
  "elements": ["H", "N", "B", "N", "C", "Mn", "H", "C", "H", "C", "H", "C", "H", "H", "H", "N", "N", "N", "N", "C", "C", "H", "H", "C", "C", "C", "C", "H", "H", "H", "H", "H", "C", "Si", "C", "C", "O", "H", "H", "H", "H", "H", "H", "H", "H", "H"],
  "coordinates": [[-0.39454, 2.77516, 1.03527], [-0.07072, 1.55244, -0.64887], [0.60678, 0.63512, -2.89676], [0.48670, 1.80278, -1.88745], [0.89574, 3.08075, -1.95790], [-0.90636, -0.41158, -0.17145], [1.39262, 3.40220, -2.85838], [0.58982, 3.71425, -0.75630], [0.78822, 4.74269, -0.47768], [-0.00634, 2.71882, 0.03518], [1.07016, 0.98610, -3.93630], [-1.04847, -2.28194, 0.21931], [-1.43549, -2.28627, 1.23003], [-0.16254, -2.91563, 0.24251], [-1.79464, -2.77780, -0.40117], [-0.80764, 0.00995, -2.99417], [1.48522, -0.44539, -2.23758], [-1.44982, -0.46949, -1.84786], [1.11649, -0.98585, -1.02434], [-1.62972, -0.11051, -4.04006], [2.66974, -0.95033, -2.63032], [-1.32479, 0.23483, -5.01455], [3.11494, -0.57087, -3.53387], [-2.81987, -0.71850, -3.62292], [3.09004, -1.87219, -1.68071], [-2.67436, -0.94314, -2.25997], [2.08843, -1.85718, -0.68808], [-3.67182, -0.97475, -4.22128], [3.99613, -2.46273, -1.68824], [-3.32735, -1.40803, -1.54101], [2.00450, -2.45580, 0.20266], [-2.05001, 0.79649, 0.19144], [1.56686, -0.87138, 3.87067], [0.00236, 0.00972, 3.25470], [-1.52275, -0.79622, 4.03833], [0.03902, 1.82248, 3.81306], [-0.05154, -0.03155, 1.65876], [1.58731, -0.81881, 4.97105], [2.45888, -0.37586, 3.45596], [1.57836, -1.92236, 3.54167], [-1.38590, -0.72685, 5.12832], [-2.44037, -0.26286, 3.74583], [-1.62285, -1.85160, 3.74585], [0.88357, 2.34381, 3.33718], [-0.89414, 2.33086, 3.52360], [0.15374, 1.82434, 4.90786]],
  "forces_ev_per_angstrom": [[0.00, -0.07, 0.12], [0.53, 1.51, -0.80], [0.30, -0.17, 1.10], [-0.52, 0.14, 1.02], [-0.23, -0.39, 0.36], [5.83, -0.05, 5.70], [-0.02, 0.24, 0.06], [0.07, -0.19, 0.01], [-0.05, -0.28, -0.11], [0.18, -0.67, -1.13], [-0.19, 0.02, -0.20], [-0.87, -1.83, 0.26], [-0.23, 0.07, 0.46], [0.10, 0.36, -0.24], [-0.02, -0.15, -0.17], [-1.37, -0.30, 0.89], [0.25, -0.52, 1.03], [-2.71, -0.84, -6.56], [1.48, -0.29, -0.99], [-0.24, -0.37, 0.71], [-0.27, -0.10, 0.48], [0.03, -0.04, 0.03], [0.13, -0.20, -0.08], [0.18, 0.05, 0.18], [-0.08, 0.16, 0.07], [1.64, 0.88, -0.38], [-0.52, 0.88, -1.13], [-0.06, 0.01, -0.14], [-0.16, 0.13, -0.02], [-0.08, 0.03, -0.05], [0.03, 0.13, 0.10], [-1.80, 2.10, 0.94], [-0.27, 0.22, -0.11], [-0.12, 0.09, 0.47], [0.32, 0.14, 0.00], [0.07, -0.44, -0.01], [-1.22, -0.32, -2.35], [0.19, -0.14, -0.31], [-0.23, -0.14, 0.22], [-0.02, 0.28, 0.20], [-0.31, -0.15, -0.19], [0.24, -0.14, 0.16], [0.03, 0.24, 0.16], [-0.19, -0.10, 0.26], [0.24, -0.12, 0.22], [-0.05, 0.35, -0.26]]
}



{
  "formula": "C13H23BeBrN4O7PS",
  "method": "the ωB97M-V functional and the def2-TZVPD basis",
  "total_charge": 1,
  "e_homo_ev": -11.51,
  "gap_ev": 6.228,
  "lumo_energy_ev": -5.3,
  "elements": ["C", "N", "C", "C", "C", "P", "O", "C", "C", "C", "C", "N", "S", "N", "C", "H", "H", "H", "H", "H", "H", "H", "H", "H", "H", "H", "H", "Be", "N", "O", "O", "O", "O", "C", "O", "C", "C", "C", "H", "H", "H", "H", "H", "H", "H", "H", "Br", "O", "H", "H", "H"],
  "coordinates": [[2.31784, -2.08611, -0.52214], [1.82904, -0.68933, -0.52330], [0.69794, -0.46674, -1.45967], [-0.61544, -0.48564, -0.62020], [-1.53644, -1.60731, -0.59224], [-1.27322, -3.15227, -1.61166], [-1.20687, -2.84321, -3.06830], [-2.75817, -1.46529, 0.31170], [-3.82612, -2.57121, 0.49759], [-2.92851, -0.26262, 1.03724], [-2.07698, 0.79061, 1.01493], [-2.33771, 1.82646, 1.72294], [-1.06372, 2.87049, 1.40879], [-0.20446, 1.88743, 0.36899], [-0.88702, 0.71758, 0.20492], [3.28720, -2.19277, -1.06392], [2.54536, -2.39325, 0.52864], [1.59968, -2.83322, -0.92639], [1.47247, -0.54089, 0.42150], [0.79762, 0.57934, -1.83684], [0.66193, -1.17315, -2.31310], [-2.36470, -4.05542, -1.43661], [-0.10580, -3.84525, -1.17684], [-4.71842, -2.44225, -0.14540], [-3.32028, -3.54506, 0.32116], [-4.09029, -2.57895, 1.58276], [-3.77011, 0.00077, 1.72862], [-3.80732, 1.55663, 2.02051], [-7.60597, 2.46191, 1.24841], [-6.39772, 2.28664, 1.55138], [-8.10374, 1.85625, 0.32123], [-8.29498, 3.27339, 1.91916], [5.38378, -0.74093, 1.11781], [5.95924, -0.38291, 0.12668], [5.40184, -0.59409, -1.07818], [5.90080, -0.05191, -2.30622], [6.99026, -0.92773, -2.89065], [7.33905, 0.21854, 0.20475], [6.22111, 0.98292, -2.17511], [5.05320, -0.02902, -2.99169], [7.85317, -0.99253, -2.22684], [7.32363, -0.53547, -3.85241], [6.62315, -1.94521, -3.03394], [8.07461, -0.58330, 0.26388], [7.39786, 0.82619, 1.10664], [7.58162, 0.87724, -0.62628], [-3.46013, 2.90910, 3.61336], [-7.95226, 5.69903, 3.33720], [-7.07113, 5.91082, 3.70085], [-8.61583, 5.59573, 4.04600], [-7.91909, 4.88599, 2.75034]],
  "forces_ev_per_angstrom": [[0.85, -0.66, 0.52], [-0.62, -1.06, -0.04], [-0.55, 1.06, 0.81], [-0.59, -1.32, -0.67], [-0.27, 2.40, 2.29], [-0.16, 0.19, -2.14], [0.25, 0.26, 0.76], [0.02, 0.90, 0.04], [1.37, -0.03, 0.61], [-1.28, -2.67, -0.93], [2.89, -3.03, -3.04], [4.04, 1.12, -3.39], [0.72, -0.84, -0.78], [-1.66, -0.35, 0.76], [-0.10, 0.73, 0.46], [-0.82, 0.26, 0.20], [-0.15, 0.27, -0.81], [0.37, 0.57, 0.14], [0.35, 0.33, -0.30], [-0.15, -0.81, -0.08], [0.07, 0.36, 0.61], [0.45, 0.46, 0.78], [-0.60, 0.35, 0.50], [0.58, -0.05, 0.34], [-0.75, 0.58, -0.03], [-0.16, 0.09, -0.94], [-0.69, -2.00, -0.08], [-1.99, 2.78, 2.53], [0.41, -0.62, -0.77], [0.89, 0.19, 0.57], [-0.13, 0.04, 0.14], [-0.12, 1.35, 0.81], [-0.31, -0.09, -0.13], [0.49, -0.01, 0.16], [-0.56, -0.04, -0.07], [0.30, -0.08, -0.18], [0.12, -0.08, 0.11], [-0.03, 0.61, -0.08], [0.05, -0.04, 0.09], [-0.12, -0.05, 0.21], [0.02, 0.09, -0.05], [-0.03, -0.01, 0.02], [-0.06, 0.07, -0.06], [-0.02, 0.02, -0.01], [-0.01, -0.25, 0.08], [0.08, -0.18, -0.10], [-2.32, 0.54, 1.77], [0.07, 0.40, 0.20], [-0.09, -0.12, -0.01], [0.07, -0.10, -0.09], [-0.12, -1.49, -0.74]]
}



Number 1: calculated total energy -1433.15957 a.u.. Number 2: calculated total energy -2378.26144 a.u.. Number 3: calculated total energy -4582.66494 a.u..